(1)
The following is a DFT calculation (ωB97M-V/def2-TZVPD) of C18H12Br4KN2O4 as an isolated structure in a non-equilibrium geometry.

Geometry as XYZ:
```
41
Properties=species:S:1:pos:R:3:forces:R:3
K -1.287060 -0.549967 -2.057631 1.51 -1.75 -0.14
O 5.718778 -1.086669 0.880505 -0.01 -0.04 -0.17
C 5.560523 -1.453703 -0.485144 -0.12 0.10 0.20
C 4.109436 -1.340291 -0.859979 -0.08 -0.02 0.39
C 3.717339 -1.340754 -2.184133 0.05 -0.02 -0.44
C 2.369503 -1.276098 -2.490459 -0.20 0.01 0.26
N 1.409656 -1.197441 -1.564335 0.51 -0.05 -0.40
C 1.795824 -1.173553 -0.294369 -1.00 0.14 0.85
C 3.117320 -1.256662 0.107451 0.42 -0.03 -0.10
C 0.685115 -1.015603 0.747827 0.76 -0.16 -0.77
C 0.959302 -0.539646 2.018741 -0.02 0.20 0.39
C -0.083800 -0.364315 2.921664 0.39 0.02 -0.05
C 0.186558 0.136349 4.315034 -0.12 -0.09 0.04
O 0.050059 -0.899013 5.289757 0.05 0.10 -0.11
C -1.362923 -0.678886 2.504069 -0.38 -0.06 -0.04
C -1.551601 -1.144173 1.213887 0.33 0.00 -0.20
N -0.541867 -1.316571 0.351541 -0.41 -0.18 0.52
H 6.648768 -1.151097 1.105688 0.08 -0.01 0.04
H 5.888189 -2.483536 -0.646659 0.03 -0.12 -0.01
H 6.154109 -0.810629 -1.138585 0.03 0.08 -0.04
H 4.445714 -1.385638 -2.987158 -0.02 0.00 0.05
H 2.047455 -1.275202 -3.526932 -0.04 0.01 0.06
H 3.386042 -1.255002 1.152640 0.02 -0.01 -0.04
H 1.965187 -0.257008 2.306224 -0.05 -0.01 -0.02
H -0.540401 0.899929 4.585470 -0.04 0.01 0.04
H 1.179038 0.590716 4.358638 0.08 -0.02 0.02
H 0.553967 -1.659847 4.981282 -0.02 0.01 0.03
H -2.215506 -0.545847 3.158664 0.04 0.01 0.01
H -2.546933 -1.360521 0.837289 0.05 -0.02 0.00
Br -5.185939 5.381404 -1.664952 -0.03 -0.05 0.00
C -4.691904 3.560531 -1.891859 0.63 0.09 -0.06
C -5.629069 2.564190 -1.857334 -0.05 -0.61 -0.05
Br -7.468985 2.947470 -1.577691 0.05 0.04 -0.01
C -5.207340 1.218725 -2.033489 -0.04 0.23 0.06
Br -6.461227 -0.218867 -1.966907 0.02 0.08 0.00
C -3.876986 0.827931 -2.244437 -0.04 -0.24 -0.07
O -3.522193 -0.409223 -2.388308 -1.28 0.78 -0.07
C -2.859567 1.908519 -2.282593 0.31 0.04 -0.06
O -1.607106 1.620284 -2.458917 -1.05 1.53 -0.17
C -3.326160 3.217423 -2.098833 -0.31 0.09 0.04
Br -1.981314 4.572293 -2.135655 -0.05 -0.07 0.00
```
Positions in Å, forces in eV/Å.

Kohn-Sham gap   0.15569 Eh
Total charge   -1
Relative energy (zero: lowest compared OMol25 entry of this formula, charge and spin)   0.490 eV
E_LUMO   1.53 eV
HOMO energy   -2.7 eV

Charges obtained by natural (NBO) population analysis, quoted in units of e: atom 1 (K): 0.944, atom 2 (O): -0.718, atom 3 (C): -0.085, atom 4 (C): 0.013, atom 5 (C): -0.258, atom 6 (C): 0.056, atom 7 (N): -0.424, atom 8 (C): 0.185, atom 9 (C): -0.245, atom 10 (C): 0.181, atom 11 (C): -0.246, atom 12 (C): -0.007, atom 13 (C): -0.086, atom 14 (O): -0.707, atom 15 (C): -0.230, atom 16 (C): 0.053, atom 17 (N): -0.434, atom 18 (H): 0.474, atom 19 (H): 0.177, atom 20 (H): 0.177, atom 21 (H): 0.213, atom 22 (H): 0.198, atom 23 (H): 0.234, atom 24 (H): 0.214, atom 25 (H): 0.196, atom 26 (H): 0.165, atom 27 (H): 0.464, atom 28 (H): 0.228, atom 29 (H): 0.221, atom 30 (Br): 0.019, atom 31 (C): -0.167, atom 32 (C): -0.181, atom 33 (Br): 0.020, atom 34 (C): -0.229, atom 35 (Br): -0.008, atom 36 (C): 0.263, atom 37 (O): -0.865, atom 38 (C): 0.344, atom 39 (O): -0.880, atom 40 (C): -0.260, atom 41 (Br): -0.009

=====

(2)
The following is a DFT calculation (ωB97M-V/def2-TZVPD) of a 2-piece molecular cluster, C4H9O2S overall in a non-equilibrium geometry.

Geometry as XYZ:
```
16
Properties=species:S:1:pos:R:3:forces:R:3
C -0.339485 2.063900 1.979375 2.54 2.21 -2.21
C 0.375310 -1.000062 -1.934344 1.02 -2.93 -2.91
C -0.126132 -1.721444 -0.782628 -1.98 2.12 2.63
C -0.709996 0.164430 0.542361 3.08 -2.67 -3.09
O 1.394613 1.478396 0.026990 0.13 0.45 0.30
O 1.345143 0.036039 2.066915 0.11 0.29 -0.22
S 0.654734 0.950863 1.162362 -0.58 -0.27 1.67
H -0.493149 2.953649 1.303201 -0.19 -0.99 1.00
H -1.122727 1.615274 2.493826 -1.19 -0.53 0.98
H 1.232482 -0.465281 -1.659320 1.31 0.86 0.38
H 0.787047 -1.828390 -2.760985 -0.98 2.02 1.32
H -0.270834 -0.300031 -2.423025 -0.69 0.16 -0.42
H 0.629594 -2.001712 -0.085886 0.25 -0.72 0.40
H -1.097603 -2.247663 -0.759147 0.78 0.15 -0.23
H -0.941360 0.631650 -0.342385 -1.43 1.02 -1.58
H -1.317637 -0.329618 1.172691 -2.17 -1.17 1.97
```
Positions in Å, forces in eV/Å.

Kohn-Sham gap (alpha / beta)   0.23223 / 0.23164 Eh
Total charge   -1
Relative energy (zero: lowest compared OMol25 entry of this formula, charge and spin)   6.281 eV
E_LUMO (alpha / beta)   4.03 / 4.02 eV
HOMO energy (alpha / beta)   -2.3 / -2.3 eV

Charges obtained by natural (NBO) population analysis, quoted in units of e: atom 1 (C): -1.109, atom 2 (C): -0.629, atom 3 (C): -0.482, atom 4 (C): -0.645, atom 5 (O): -1.005, atom 6 (O): -1.005, atom 7 (S): 2.146, atom 8 (H): 0.202, atom 9 (H): 0.193, atom 10 (H): 0.232, atom 11 (H): 0.135, atom 12 (H): 0.190, atom 13 (H): 0.202, atom 14 (H): 0.177, atom 15 (H): 0.204, atom 16 (H): 0.196

=====

(3)
The following is a DFT calculation (ωB97M-V/def2-TZVPD) of C22H46Cl8N4O3Pd as an isolated structure in a non-equilibrium geometry.

Geometry as XYZ:
```
84
Properties=species:S:1:pos:R:3:forces:R:3
C -1.063901 -6.341159 0.298664 -0.62 0.26 0.81
C -0.865459 -5.173311 -0.660140 -0.72 -0.34 -0.05
N -1.983799 -4.223565 -0.516073 0.61 1.23 0.07
C -3.270912 -4.491355 -0.842007 -0.79 -1.38 0.09
C -4.051954 -3.444343 -0.493937 1.06 0.43 0.19
N -3.179926 -2.497322 0.030525 -0.23 -0.49 -0.81
C -1.921717 -2.962532 -0.081882 -0.96 0.09 1.13
C -3.677161 -1.224937 0.546689 0.73 0.16 0.94
H -1.114832 -5.985601 1.333226 0.45 0.13 -0.04
H -0.307464 -7.117341 0.238680 0.09 0.10 -0.24
H -2.053386 -6.792568 0.201756 0.14 -0.17 -0.53
H -0.957275 -5.493391 -1.697272 0.65 -0.09 -0.03
H 0.044243 -4.614891 -0.463857 0.14 -0.11 -0.26
H -3.504454 -5.481853 -1.200949 -0.28 0.22 -0.18
H -5.089392 -3.219788 -0.661907 -0.06 -0.16 0.18
H -1.047776 -2.407748 0.229031 -0.02 -0.22 -0.06
H -4.710905 -1.101533 0.251892 0.08 0.22 -0.19
H -3.037606 -0.387577 0.278854 -0.17 -0.08 -0.62
H -3.628374 -1.222634 1.636751 -0.27 -0.28 -0.01
Pd 0.570396 -1.280550 3.090193 0.67 0.71 -0.81
C 1.331876 1.715958 0.614309 0.45 -0.09 0.05
C 0.143392 0.807290 0.343547 0.82 0.55 -0.24
O -0.110333 -0.223098 1.187254 -0.35 -0.44 0.42
H 1.399923 2.491013 -0.147180 -0.51 0.08 0.18
H 2.310395 1.234076 0.528081 -0.36 -0.34 -0.01
H 1.305847 2.180268 1.599147 -0.21 0.03 0.02
H 0.200405 0.386567 -0.679287 -0.04 -0.13 -0.09
H -0.784698 1.399988 0.225581 -0.19 -0.13 0.21
Cl 4.288404 1.805534 -1.540814 -0.24 0.43 0.38
C 3.202195 3.110700 -2.136585 0.53 0.25 -0.99
C 2.866723 2.840309 -3.596693 -0.86 -0.09 0.41
Cl 2.073651 1.214848 -3.676981 -0.04 0.22 -0.26
H 3.725805 4.060512 -2.035015 0.20 -0.12 -0.05
H 2.278329 3.210644 -1.574189 0.19 -0.45 0.14
H 3.670721 2.865567 -4.323341 0.29 -0.16 0.30
H 2.110460 3.561694 -3.906405 0.00 -0.05 -0.06
Cl -1.596551 0.589043 -4.530929 0.29 -0.08 0.11
C -1.000824 -1.006499 -4.024803 -0.95 -0.01 0.62
C -1.696940 -1.524240 -2.747515 0.90 -0.11 -0.43
Cl -3.454493 -1.477057 -2.860700 -0.20 0.08 -0.26
H 0.070405 -0.958103 -3.851149 -0.08 0.00 -0.22
H -1.269211 -1.706815 -4.810927 0.32 0.03 -0.19
H -1.402984 -1.023884 -1.823266 0.01 0.46 -0.21
H -1.344678 -2.552926 -2.626265 -0.42 0.05 -0.13
Cl 4.469084 -3.355127 -1.793586 0.36 -0.55 -0.07
C 3.632562 -1.842308 -1.626743 -0.40 0.98 -0.39
C 2.168943 -2.018168 -1.276036 0.97 0.58 1.05
Cl 1.284919 -2.865614 -2.517554 -0.19 -0.42 -0.23
H 3.693864 -1.240939 -2.536248 0.17 -0.30 -0.14
H 4.124866 -1.240623 -0.863722 -0.04 -0.14 0.13
H 1.768514 -1.011759 -1.129611 -0.20 -0.13 -0.18
H 2.120272 -2.554908 -0.325015 -0.30 -0.15 -0.13
Cl -3.621010 2.626691 -2.704488 0.03 0.24 0.21
C -3.323250 2.721290 -0.940613 -0.13 -0.09 -0.65
C -2.052680 3.479160 -0.600312 -0.58 -0.07 0.08
Cl -2.356480 5.220976 -0.560076 0.06 0.39 -0.09
H -3.298521 1.680742 -0.615337 0.11 0.12 0.22
H -4.187696 3.222194 -0.514238 0.01 -0.13 0.18
H -1.262141 3.323811 -1.329577 0.08 -0.27 0.10
H -1.779252 3.204588 0.418351 0.28 -0.01 -0.14
C -3.126736 1.459119 2.406574 -0.47 0.51 0.46
O -4.266299 1.166470 2.118399 -0.20 -0.28 -0.33
N -2.693598 2.706115 2.665790 0.71 -0.56 -0.50
C -1.305662 2.966702 3.010136 -0.08 0.54 0.63
C -3.571878 3.869775 2.641510 0.39 0.38 0.40
H -2.356824 0.682283 2.545439 0.37 -0.02 -0.07
H -0.743833 3.512031 2.247273 -0.27 0.12 -0.21
H -0.705217 2.088104 3.258011 -0.47 -0.26 -0.03
H -1.336423 3.603250 3.896919 0.33 -0.01 0.04
H -3.069899 4.673289 2.100822 -0.12 -0.04 -0.14
H -4.543897 3.672700 2.205265 0.07 -0.31 -0.05
H -3.695619 4.219752 3.668395 -0.20 -0.01 0.01
C 3.613729 -0.199299 2.026529 0.70 -0.23 0.40
O 2.598406 -0.545361 2.652491 -0.62 -0.15 0.25
N 4.528991 0.618814 2.493082 0.79 0.89 0.13
C 5.747302 0.927785 1.743451 0.12 -0.18 -0.10
C 4.503180 1.225698 3.816775 -0.87 -0.95 0.64
H 3.920623 -0.607693 1.058428 -0.48 -0.11 -0.13
H 5.588697 0.682015 0.695227 0.17 0.32 -0.01
H 6.624050 0.384017 2.104705 -0.29 -0.30 0.15
H 5.992346 1.973690 1.917470 -0.23 0.13 -0.48
H 3.766225 0.653090 4.385396 0.23 0.16 0.23
H 5.485907 1.109886 4.268138 -0.02 0.03 0.03
H 4.198265 2.270366 3.864466 0.12 0.06 -0.53
```
Positions in Å, forces in eV/Å.

Kohn-Sham gap (alpha / beta)   0.27195 / 0.20075 Eh
<S²>   2.0079
Total charge   +2
E_LUMO (alpha / beta)   -6.83 / -8.76 eV
HOMO energy (alpha / beta)   -14.2 / -14.2 eV
Spin multiplicity   3

Charges obtained by Löwdin population analysis, quoted in units of e: atom 1 (C): -0.050, atom 2 (C): -0.155, atom 3 (N): -0.055, atom 4 (C): -0.020, atom 5 (C): -0.021, atom 6 (N): -0.093, atom 7 (C): -0.058, atom 8 (C): -0.009, atom 9 (H): 0.085, atom 10 (H): 0.091, atom 11 (H): 0.079, atom 12 (H): 0.135, atom 13 (H): 0.098, atom 14 (H): 0.150, atom 15 (H): 0.143, atom 16 (H): 0.139, atom 17 (H): 0.112, atom 18 (H): 0.064, atom 19 (H): 0.096, atom 20 (Pd): 0.814, atom 21 (C): -0.046, atom 22 (C): -0.324, atom 23 (O): -0.097, atom 24 (H): 0.058, atom 25 (H): 0.037, atom 26 (H): 0.085, atom 27 (H): 0.132, atom 28 (H): 0.120, atom 29 (Cl): 0.584, atom 30 (C): -0.611, atom 31 (C): -0.580, atom 32 (Cl): 0.538, atom 33 (H): 0.086, atom 34 (H): 0.039, atom 35 (H): 0.082, atom 36 (H): 0.082, atom 37 (Cl): 0.544, atom 38 (C): -0.662, atom 39 (C): -0.692, atom 40 (Cl): 0.665, atom 41 (H): -0.007, atom 42 (H): 0.078, atom 43 (H): 0.040, atom 44 (H): 0.019, atom 45 (Cl): 0.636, atom 46 (C): -0.728, atom 47 (C): -0.678, atom 48 (Cl): 0.703, atom 49 (H): 0.057, atom 50 (H): 0.029, atom 51 (H): 0.046, atom 52 (H): 0.070, atom 53 (Cl): 0.565, atom 54 (C): -0.642, atom 55 (C): -0.679, atom 56 (Cl): 0.627, atom 57 (H): 0.037, atom 58 (H): 0.066, atom 59 (H): 0.063, atom 60 (H): 0.012, atom 61 (C): -0.372, atom 62 (O): 0.026, atom 63 (N): -0.183, atom 64 (C): -0.057, atom 65 (C): -0.018, atom 66 (H): 0.115, atom 67 (H): 0.080, atom 68 (H): 0.077, atom 69 (H): 0.103, atom 70 (H): 0.062, atom 71 (H): 0.098, atom 72 (H): 0.104, atom 73 (C): -0.316, atom 74 (O): -0.126, atom 75 (N): -0.150, atom 76 (C): -0.023, atom 77 (C): -0.005, atom 78 (H): 0.125, atom 79 (H): 0.047, atom 80 (H): 0.108, atom 81 (H): 0.104, atom 82 (H): 0.090, atom 83 (H): 0.106, atom 84 (H): 0.105